# 1
# C10H6Cl2CoN2O3Y

C10H6Cl2CoN2O3Y as an isolated structure in a non-equilibrium geometry (wB97M-V/def2-TZVPD, the Open Molecules 2025 dataset).

Last column: natural (NBO) charge in e.
CARTESIAN COORDINATES (ANGSTROEM)
Y1 3.12618 0.94986 -3.89823  2.008
Co1 -0.73838 0.70794 -1.41015  1.454
Cl1 3.88767 0.01387 -1.71792  -0.490
Cl2 0.46713 1.33937 -3.31251  -0.620
O1 -2.50485 2.98447 -1.00973  -0.180
O2 2.07265 4.13243 -4.87641  -0.216
O3 4.85631 3.62211 -2.48218  -0.234
N1 -0.37920 -0.84504 -0.16853  -0.651
N2 -0.38787 -2.89460 0.66139  -0.421
C1 -1.33726 0.28128 1.92942  0.029
C2 -1.48882 -2.41959 2.88217  0.065
C3 -0.01043 -2.12502 -0.38130  0.307
C4 2.48961 3.06885 -4.65177  0.360
C5 -0.98694 -2.08827 1.62727  0.153
C6 4.45584 2.64054 -2.97312  0.390
C7 -1.68637 2.15526 -0.97676  0.360
C8 -0.92522 -0.79359 1.13487  0.047
C9 -1.96464 -1.35007 3.65899  -0.114
C10 -1.86149 -0.02439 3.20058  -0.141
H1 -0.26345 -3.88626 0.77232  0.488
H2 0.49045 -2.52886 -1.23986  0.272
H3 -2.41139 -1.55356 4.63315  0.307
H4 -1.47945 -3.46682 3.18605  0.290
H5 -2.19398 0.78206 3.85965  0.301
H6 -1.22613 1.29802 1.55260  0.235

E ... -3059.758499 hartree
Multiplicity ... 5
Charge ... +4
Expectation value of S² ... 6.03
Relative energy (zero: lowest compared OMol25 entry of this formula, charge and spin) ... 3.2 kcal/mol
HOMO (spin up / spin down) ... -22.55 / -22.60 eV

=====

# 2
# C10H6Cl8CuF18MgNaO18S6

C10H6Cl8CuF18MgNaO18S6 as an isolated structure in a non-equilibrium geometry (wB97M-V/def2-TZVPD, the Open Molecules 2025 dataset).

Last column: natural (NBO) charge in e.
CARTESIAN COORDINATES (ANGSTROEM)
Cu1 3.44642 -0.91540 -0.86643  0.933
Cl1 2.34175 2.80560 3.77155  -0.049
Cl2 -0.27862 5.79777 -1.48152  0.009
Cl3 2.66536 3.93670 0.85271  -0.029
Cl4 -3.88353 5.57378 -0.81202  0.021
Cl5 2.17161 6.90204 -2.41412  -0.009
Cl6 0.67757 5.08786 -4.22567  0.022
Cl7 -2.11997 5.86765 1.47527  -0.004
Cl8 -4.71627 4.45521 1.71100  0.021
S1 0.46702 0.46478 0.34278  2.312
S2 1.68011 -4.04853 -1.26894  2.291
S3 -2.39046 -1.39401 3.22403  2.286
S4 1.60076 -1.01094 -3.96264  2.306
S5 -2.57804 -3.35289 -1.95128  2.304
S6 2.15144 -2.22682 2.28043  2.282
Mg1 -0.68774 -2.68319 0.70535  1.808
Na1 0.60733 0.77332 3.98418  0.938
F1 -3.30916 -0.87918 -2.25458  -0.325
F2 2.62365 -3.94634 4.41238  -0.327
F3 -1.77485 1.99114 -0.16777  -0.337
F4 -4.95557 -2.21236 -1.66211  -0.321
F5 -0.91174 0.94803 -1.96160  -0.295
F6 0.86036 0.73909 -5.92403  -0.330
F7 0.08868 2.61251 -1.23863  -0.311
F8 -3.43195 0.72355 2.08572  -0.324
F9 -0.72369 0.20884 -4.55117  -0.320
F10 -4.09594 -2.14887 -3.77190  -0.311
F11 1.76564 -6.17190 0.34201  -0.314
F12 -4.93698 -0.87423 2.16453  -0.305
F13 -4.40219 0.31287 4.01307  -0.315
F14 4.40358 -3.08226 3.54883  -0.312
F15 3.69049 -5.12671 -0.06649  -0.308
F16 2.76962 -6.51104 -1.40419  -0.316
F17 1.05180 1.62410 -3.93539  -0.337
F18 3.31547 -4.73833 2.55557  -0.303
O1 2.92898 -1.82687 1.04452  -1.019
O2 -0.04430 -0.91558 0.20791  -1.050
O3 2.05081 -1.09521 3.22870  -1.016
O4 -1.41085 -0.49965 3.88458  -1.034
O5 0.56972 -3.62888 -0.40225  -1.098
O6 -2.80506 -2.49191 4.08214  -0.948
O7 0.81873 -2.77015 1.94160  -1.044
O8 0.37543 1.01111 1.69299  -1.025
O9 2.73065 -2.98893 -1.45036  -1.049
O10 2.00579 -0.59724 -2.63217  -1.092
O11 -1.53331 -3.45261 -3.00384  -0.914
O12 1.19298 -4.54468 -2.56961  -0.904
O13 1.85759 0.38911 -0.22201  -1.023
O14 -1.95073 -2.86780 -0.70829  -1.126
O15 2.79300 -1.21655 -4.83303  -0.995
O16 0.69398 -2.14812 -3.96354  -0.917
O17 -3.32431 -4.60575 -1.84793  -0.989
O18 -1.87695 -1.89626 1.89824  -1.079
C1 2.55195 -5.57922 -0.50565  0.751
C2 1.10484 5.49227 -2.53195  -0.276
C3 -3.32837 4.84208 0.68651  -0.290
C4 -3.88277 -2.06719 -2.45543  0.733
C5 3.21691 -3.61334 3.24903  0.789
C6 1.25183 4.33737 1.84104  -0.407
C7 -0.62720 1.60671 -0.81400  0.776
C8 0.60079 0.53785 -4.63051  0.729
C9 -3.97234 -0.23369 2.86525  0.778
C10 1.62068 4.35058 3.38566  -0.396
H1 0.84222 5.27560 1.46682  0.227
H2 0.71350 4.41154 3.98683  0.216
H3 2.31296 5.14296 3.67024  0.220
H4 1.68289 4.64057 -2.17338  0.250
H5 -2.82815 3.91964 0.39157  0.255
H6 0.48616 3.58037 1.67138  0.237

E ... -11610.367756 hartree
Multiplicity ... 3
Charge ... -2
Expectation value of S² ... 2.00
HOMO (spin up / spin down) ... -1.37 / -3.66 eV

=====

# 3
# C10H6IO3ReS2Te

C10H6IO3ReS2Te as an isolated structure (wB97M-V/def2-TZVPD, the Open Molecules 2025 dataset).

Last column: natural (NBO) charge in e.
CARTESIAN COORDINATES (ANGSTROEM)
Re1 -0.04857 0.77612 0.25980  0.325
I1 -1.51498 2.76931 -0.76775  0.351
Te1 1.57268 -1.04931 0.96879  0.310
S1 1.26335 0.57007 3.62893  2.218
S2 0.35884 1.90639 2.33008  -0.526
O1 2.25951 -0.24230 2.75021  -0.992
O2 2.05505 1.31973 4.56945  -0.967
O3 0.26195 -0.31507 4.16835  -0.974
C1 -1.75849 -0.24077 -3.87473  -0.078
C2 -1.29660 -1.55931 -4.08876  -0.211
C3 -0.60806 -0.19170 -1.63043  -0.366
C4 -2.71534 2.35955 -3.48734  -0.275
C5 -1.42096 0.42846 -2.65973  -0.043
C6 -1.95054 1.73975 -2.54559  -0.136
C7 -0.54162 -2.16498 -3.12857  -0.210
C8 -3.02263 1.67059 -4.67868  -0.223
C9 -0.21817 -1.48493 -1.93783  -0.229
C10 -2.55288 0.40255 -4.85799  -0.188
H1 -2.78318 -0.14361 -5.76584  0.203
H2 -3.62980 2.15075 -5.43558  0.208
H3 -1.55680 -2.06619 -5.01104  0.198
H4 0.37705 -2.04920 -1.22574  0.188
H5 -3.08560 3.36379 -3.32588  0.215
H6 -0.18458 -3.17823 -3.27355  0.204

E ... -2050.800319 hartree
Multiplicity ... 4
Charge ... -1
Expectation value of S² ... 3.78
Relative energy (zero: lowest compared OMol25 entry of this formula, charge and spin) ... 8.7 kcal/mol
HOMO (spin up / spin down) ... -4.13 / -4.37 eV

=====

# 4
# C10H6IO3ReS2Te

C10H6IO3ReS2Te as an isolated structure (wB97M-V/def2-TZVPD, the Open Molecules 2025 dataset).

Last column: natural (NBO) charge in e.
CARTESIAN COORDINATES (ANGSTROEM)
Re1 -1.19213 0.61937 -2.25803  0.793
I1 1.75350 -1.13984 -2.54470  0.212
Te1 -2.27238 -1.27153 -3.44021  -0.300
S1 0.63950 2.23237 -2.56361  -0.429
S2 -1.17701 3.18724 -2.46648  2.175
O1 -1.88981 2.46268 -3.54775  -0.957
O2 -1.21379 4.61407 -2.46261  -0.923
O3 -1.68339 2.50222 -1.21379  -0.962
C1 2.80722 -1.21134 0.20901  -0.255
C2 2.82691 -1.27079 1.61501  -0.223
C3 -1.94711 -0.25597 0.37430  -0.249
C4 0.41106 -0.69507 0.21381  -0.044
C5 1.64275 -0.95002 -0.45747  -0.132
C6 -0.81647 -0.31757 -0.42201  -0.282
C7 1.66228 -1.11966 2.30400  -0.189
C8 0.44421 -0.84923 1.63354  -0.066
C9 -0.74528 -0.73557 2.38797  -0.210
C10 -1.92720 -0.47234 1.76183  -0.200
H1 3.75910 -1.46678 2.12922  0.206
H2 -2.89850 0.00526 -0.07812  0.215
H3 -0.69176 -0.86625 3.46245  0.197
H4 1.64186 -1.20415 3.38440  0.202
H5 3.71511 -1.39846 -0.34745  0.216
H6 -2.84867 -0.39865 2.32668  0.204

E ... -2050.814126 hartree
Multiplicity ... 4
Charge ... -1
Expectation value of S² ... 3.81
Relative energy (zero: lowest compared OMol25 entry of this formula, charge and spin) ... 0.0 kcal/mol
HOMO (spin up / spin down) ... -3.96 / -4.52 eV

=====

# 5
# C10H6N2O5Yb

C10H6N2O5Yb as an isolated structure in a non-equilibrium geometry (wB97M-V/def2-TZVPD, the Open Molecules 2025 dataset).

Last column: natural (NBO) charge in e.
CARTESIAN COORDINATES (ANGSTROEM)
Yb1 -0.13817 -0.38511 -2.45397  1.808
O1 -3.04253 1.09313 -2.09537  -0.146
O2 0.33747 -4.07708 -3.67117  -0.246
O3 0.53222 2.84788 2.11698  -0.549
O4 2.26632 1.83694 -2.32538  -0.140
O5 -0.43860 0.76366 -5.60725  -0.152
N1 0.46422 1.67872 4.05958  -0.761
N2 -0.07452 -0.41269 -0.34137  -0.714
C1 -1.97485 0.68085 -2.28198  0.371
C2 -0.17836 -1.84807 1.52185  -0.166
C3 0.17916 0.50997 1.84838  -0.072
C4 0.02479 -0.77143 2.35250  -0.048
C5 0.40227 1.75342 2.66985  0.615
C6 -0.22800 -1.64946 0.14349  0.002
C7 0.11527 0.65076 0.43516  0.088
C8 0.19706 -2.98114 -3.37602  0.450
C9 1.34345 1.14418 -2.42786  0.367
C10 -0.34586 0.45621 -4.48216  0.387
H1 -0.39704 -2.50504 -0.53494  0.234
H2 0.05787 -0.95271 3.43680  0.276
H3 0.61584 2.54249 4.55533  0.452
H4 -0.30541 -2.85729 1.92893  0.294
H5 0.22154 1.64689 -0.02683  0.253
H6 0.36586 0.83492 4.55544  0.400

E ... -2027.836040 hartree
Multiplicity ... 2
Charge ... +3
Expectation value of S² ... 0.75
Relative energy (zero: lowest compared OMol25 entry of this formula, charge and spin) ... 57.5 kcal/mol
HOMO (spin up / spin down) ... -18.60 / -18.60 eV

=====

# 6
# C10H7BiNO4

C10H7BiNO4 as an isolated structure in a non-equilibrium geometry (wB97M-V/def2-TZVPD, the Open Molecules 2025 dataset).

Last column: natural (NBO) charge in e.
CARTESIAN COORDINATES (ANGSTROEM)
Bi1 1.45355 0.02256 0.21537  1.202
O1 -0.17354 3.12482 -0.02451  -0.226
O2 -3.88623 -0.01358 -2.61748  -0.411
O3 3.23653 0.21768 -2.82982  -0.190
O4 -0.06993 -2.91888 -0.18668  -0.211
N1 -1.06134 -0.73371 2.50528  -0.719
C1 2.55966 0.11997 -1.91313  0.517
C2 1.45481 0.70908 4.75033  -0.142
C3 -0.52460 -0.16512 3.64982  0.279
C4 -0.75239 1.28434 5.57629  -0.141
C5 0.48497 -1.89275 -0.20585  0.399
C6 0.87272 -0.13394 3.80170  -0.248
C7 0.64517 1.38380 5.66708  0.013
C8 -3.15670 -0.02422 -1.73258  0.417
C9 0.38531 2.12127 0.04291  0.451
C10 -1.34447 0.56586 4.53640  -0.171
H1 1.08530 1.97577 6.47379  0.281
H2 -0.68606 -1.63010 2.18957  0.410
H3 1.51539 -0.70487 3.11908  0.208
H4 -2.05892 -0.65120 2.35721  0.446
H5 -1.38935 1.78986 6.30390  0.289
H6 2.53875 0.83050 4.78430  0.275
H7 -2.42663 0.55935 4.36942  0.270

E ... -954.244160 hartree
Multiplicity ... 1
Charge ... +3
HOMO (spin up / spin down) ... -20.26 / -20.42 eV

=====

# 7
# C10H7FN2O

One molecule with the formula C10H7FN2O in a non-equilibrium geometry (wB97M-V/def2-TZVPD, the Open Molecules 2025 dataset).

Last column: natural (NBO) charge in e.
CARTESIAN COORDINATES (ANGSTROEM)
F1 3.33268 -2.51704 0.89540  -0.299
O1 3.49317 2.24656 0.16882  -0.572
N1 3.45720 0.38673 -1.18998  -0.415
N2 1.57178 1.04657 0.01502  -0.444
C1 -0.74785 -2.43718 -0.36338  -0.224
C2 -0.52625 -0.04412 -0.50696  -0.244
C3 2.90135 1.30022 -0.27005  0.781
C4 -1.30376 -1.18190 -0.57358  -0.181
C5 1.40437 -1.40593 -0.06635  -0.063
C6 0.60520 -2.54694 -0.13438  -0.181
C7 3.49852 -0.72052 -0.65176  0.298
C8 0.84247 2.18888 0.54311  -0.414
C9 2.84056 -1.48012 0.19541  0.237
C10 0.84212 -0.12064 -0.22825  0.172
H1 1.06690 -3.51364 0.00635  0.226
H2 0.12745 1.85340 1.29215  0.210
H3 -0.98839 0.91466 -0.67870  0.223
H4 1.56832 2.85715 1.00350  0.254
H5 -2.35896 -1.09238 -0.78324  0.219
H6 0.32390 2.73119 -0.25011  0.196
H7 -1.36712 -3.32039 -0.39098  0.220

SMILES string ... CN1C(=O)N=C=C(F)c2ccccc21
E ... -669.813268 hartree
Multiplicity ... 1
Relative energy (zero: lowest compared OMol25 entry of this formula, charge and spin) ... 0.0 kcal/mol
HOMO (spin up / spin down) ... -8.85 / -8.85 eV

=====

# 8
# C10H7IrN4S6

C10H7IrN4S6 as an isolated structure in a non-equilibrium geometry (wB97M-V/def2-TZVPD, the Open Molecules 2025 dataset).

Last column: natural (NBO) charge in e.
CARTESIAN COORDINATES (ANGSTROEM)
Ir1 -0.00713 -0.99150 0.61687  0.732
S1 -6.49348 -0.09868 -2.49396  0.472
S2 -1.44705 -2.27642 -0.74235  0.076
S3 -1.75651 0.79536 0.67621  0.045
S4 -4.09477 -1.73986 -1.91352  0.468
S5 -4.35129 0.88600 -0.70314  0.483
S6 -0.47025 -2.01192 2.56766  0.098
N1 1.28364 0.05763 1.71681  -0.211
N2 1.05550 -0.00346 -0.88838  -0.496
N3 0.67823 -1.19168 4.83792  -0.732
N4 1.44121 -0.06148 3.01428  -0.341
C1 0.62798 -1.00617 3.52329  0.280
C2 -5.07920 -0.30829 -1.75021  -0.834
C3 0.87865 -0.08402 -2.20046  0.083
C4 2.74675 1.69720 -1.26119  -0.195
C5 2.13703 0.93027 0.99951  -0.005
C6 1.59207 0.69560 -3.10233  -0.228
C7 -2.89149 0.04464 -0.34655  -0.387
C8 2.53838 1.59754 -2.61629  -0.124
C9 1.99675 0.88941 -0.37411  0.144
C10 -2.76456 -1.22780 -0.93509  -0.396
H1 3.10505 2.21490 -3.29909  0.245
H2 3.47114 2.38673 -0.85184  0.243
H3 1.30586 -0.63385 5.39714  0.429
H4 2.84258 1.54545 1.53623  0.245
H5 0.13948 -0.80164 -2.53370  0.232
H6 1.40594 0.58707 -4.16003  0.249
H7 0.10949 -1.89102 5.28631  0.423

E ... -3097.430930 hartree
Multiplicity ... 6
Charge ... +1
Expectation value of S² ... 8.80
Relative energy (zero: lowest compared OMol25 entry of this formula, charge and spin) ... 16.6 kcal/mol
HOMO (spin up / spin down) ... -8.86 / -11.52 eV

=====

# 9
# C10H7N2O5Pd

C10H7N2O5Pd as an isolated structure in a non-equilibrium geometry (wB97M-V/def2-TZVPD, the Open Molecules 2025 dataset).

Last column: natural (NBO) charge in e.
CARTESIAN COORDINATES (ANGSTROEM)
Pd1 -1.45390 0.60757 -1.67997  0.839
O1 -1.22730 2.98572 -6.21636  -0.377
O2 1.21975 1.38915 -2.41341  -0.270
O3 -1.07293 -2.46094 -1.95192  -0.262
O4 -4.31061 1.27061 -2.60940  -0.224
O5 -1.26071 1.87501 1.16056  -0.300
N1 0.25529 -0.34533 0.47527  -0.355
N2 1.94057 -1.23000 4.14389  -0.393
C1 1.37614 0.29876 0.86223  0.034
C2 0.17542 1.00482 -2.87702  0.086
C3 -3.22282 1.04369 -2.31185  0.481
C4 -1.17808 1.28276 0.17511  0.520
C5 -1.24363 2.44654 -5.20975  0.414
C6 -1.18063 -1.31204 -1.93074  0.520
C7 0.32379 -1.72071 2.42351  -0.124
C8 -0.23455 -1.36826 1.20168  0.028
C9 2.00692 -0.00009 2.06397  -0.122
C10 1.44308 -0.99909 2.89922  0.189
H1 -1.12202 -1.90222 0.83915  0.257
H2 2.72534 -0.70260 4.51143  0.460
H3 2.88468 0.56057 2.38390  0.289
H4 -0.03427 0.61940 -3.94753  0.289
H5 -0.12144 -2.51234 3.02366  0.288
H6 1.53522 -1.92482 4.76017  0.459
H7 1.77666 1.09381 0.22420  0.273

E ... -997.474016 hartree
Multiplicity ... 5
Charge ... +3
Expectation value of S² ... 6.07
Relative energy (zero: lowest compared OMol25 entry of this formula, charge and spin) ... 0.0 kcal/mol
HOMO (spin up / spin down) ... -20.03 / -21.64 eV